Density functional theory data (ωB97M-V with the def2-TZVPD basis set) for a cluster of 3 separate species, H5O2S in total.

Geometry as XYZ:
```
8
Properties=species:S:1:pos:R:3:forces:R:3:lowdin_charge:R:1
S 1.75871 -0.41333 0.70738 0.0 0.0 0.0 -0.2265
H 0.46858 -0.09610 0.90019 -0.1 -0.1 0.0 -0.4668
H -0.65184 -2.20910 -0.18181 -0.1 0.1 0.0 -0.0028
H 0.46757 -1.96296 -1.10473 0.0 0.4 0.0 -0.0501
O -0.47958 -2.17461 -1.12953 0.0 -0.3 0.0 -0.1456
H -1.28552 2.11808 0.15853 0.1 -0.2 0.0 0.0181
H 0.22045 2.07136 0.45771 0.0 -0.2 -0.1 -0.0274
O -0.49836 2.66668 0.19226 0.0 0.2 0.1 -0.0989
```
Positions in Å, forces in eV/Å.

Calculated values
- HOMO (eV) = -3.1390
- ΔE to the lowest compared entry with this formula, charge and spin (kcal/mol) = 6.5
- E_LUMO (eV) = 4.164
- Kohn-Sham gap (Ha) = 0.2684
- total charge = -1
- energy (eV) = -15012.836